DFT (ωB97M-V with the def2-TZVPD basis set) results for a cluster of 2 separate species, C5H7N3 in total.

Energy relative to the best compared isomer or geometry (same formula, charge and spin): 182.2 kcal per mole
LUMO level: 0.54 eV
HOMO-LUMO gap: 9.4 eV
Net charge: 0

The geometry in XYZ format:
```
15
Properties=species:S:1:pos:R:3:forces:R:3
C -2.3216 -1.0404 0.1062 0.5145 -0.0022 -1.5743
C -1.1808 -0.0394 0.1145 1.0723 0.2756 -1.7243
C 2.1366 -0.2243 0.2209 1.2936 4.3637 2.4632
C 1.2982 -1.4498 -0.1724 -1.6838 0.1940 -2.0524
C 0.1014 -0.4970 -0.1654 -2.5403 0.8435 1.6315
H -2.0411 -2.0460 0.7460 -1.5080 3.0780 -0.6196
H -2.2257 -1.5276 -0.9318 -0.7515 0.9039 1.2073
H -3.2137 -0.3092 0.1060 0.4228 -2.3822 0.7454
H 2.2514 -0.3613 1.5260 -0.0074 1.1013 -4.0747
H 3.2046 0.5772 -0.3571 -3.1837 -3.4464 1.7745
H 1.3652 -1.6291 -1.3266 0.4168 -0.9900 2.3819
H 1.0978 -2.2155 0.6353 1.1195 0.2442 -1.5659
N -1.0681 1.4819 -0.0187 -1.1639 -3.6389 1.3635
N 0.2025 1.7625 -0.0157 -1.2739 0.1245 -0.0868
N 0.7740 0.6151 -0.1114 7.2730 -0.6692 0.1306
```
Positions in Å, forces in eV/Å.

=====

DFT (ωB97M-V with the def2-TZVPD basis set) results for the molecule CH3Cl2NO2S.

Energy relative to the best compared isomer or geometry (same formula, charge and spin): 56.4 kcal per mole
Structure (SMILES): CS(=O)(=O)N(Cl)Cl
LUMO level: -0.08 eV
HOMO-LUMO gap: 10.1 eV
Net charge: 0

The geometry in XYZ format:
```
10
Properties=species:S:1:pos:R:3:forces:R:3
C -0.9984 -0.5774 0.7964 0.5768 0.3600 -0.3246
N 0.7104 -0.1893 -1.3863 -0.3591 0.3233 2.2180
O 1.6185 -0.1571 1.1244 0.0925 -0.4812 0.0148
O 0.2521 1.7752 0.4751 -0.3510 0.3418 -0.1095
S 0.4925 0.3760 0.4397 -0.0202 -0.8256 -1.0808
Cl -0.5507 0.6393 -2.2126 -0.1470 0.1140 -0.4716
Cl 2.2581 0.4052 -1.8172 0.2240 0.1663 -0.2986
H -0.9790 -0.8322 1.8486 0.1142 0.0648 0.1623
H -1.8557 0.0308 0.5457 -0.1196 0.0847 -0.0583
H -0.9478 -1.4706 0.1862 -0.0108 -0.1481 -0.0517
```
Positions in Å, forces in eV/Å.

=====

- What is the energy relative to the best compared isomer or geometry (same formula, charge and spin) in the second record?
  56.4 kcal per mole

=====

Repeat the first record exactly.
DFT (ωB97M-V with the def2-TZVPD basis set) results for a cluster of 2 separate species, C5H7N3 in total.

Energy relative to the best compared isomer or geometry (same formula, charge and spin): 182.2 kcal per mole
LUMO level: 0.54 eV
HOMO-LUMO gap: 9.4 eV
Net charge: 0

The geometry in XYZ format:
```
15
Properties=species:S:1:pos:R:3:forces:R:3
C -2.3216 -1.0404 0.1062 0.5145 -0.0022 -1.5743
C -1.1808 -0.0394 0.1145 1.0723 0.2756 -1.7243
C 2.1366 -0.2243 0.2209 1.2936 4.3637 2.4632
C 1.2982 -1.4498 -0.1724 -1.6838 0.1940 -2.0524
C 0.1014 -0.4970 -0.1654 -2.5403 0.8435 1.6315
H -2.0411 -2.0460 0.7460 -1.5080 3.0780 -0.6196
H -2.2257 -1.5276 -0.9318 -0.7515 0.9039 1.2073
H -3.2137 -0.3092 0.1060 0.4228 -2.3822 0.7454
H 2.2514 -0.3613 1.5260 -0.0074 1.1013 -4.0747
H 3.2046 0.5772 -0.3571 -3.1837 -3.4464 1.7745
H 1.3652 -1.6291 -1.3266 0.4168 -0.9900 2.3819
H 1.0978 -2.2155 0.6353 1.1195 0.2442 -1.5659
N -1.0681 1.4819 -0.0187 -1.1639 -3.6389 1.3635
N 0.2025 1.7625 -0.0157 -1.2739 0.1245 -0.0868
N 0.7740 0.6151 -0.1114 7.2730 -0.6692 0.1306
```
Positions in Å, forces in eV/Å.